1.
{"formula": "C42H38BrIN7Tc", "method": "ωB97M-V/def2-TZVPD", "lumo_ev": [-9.37, -9.40], "total_charge": 3, "fmax_ev_per_a": 1.218, "spin_multiplicity": 2, "mol_weight_g_mol": 945.62, "elements": ["Tc", "C", "N", "C", "C", "C", "C", "C", "C", "N", "C", "C", "C", "C", "C", "C", "N", "C", "C", "C", "C", "C", "N", "H", "H", "H", "H", "H", "H", "H", "H", "H", "H", "H", "H", "H", "H", "H", "H", "H", "H", "N", "C", "C", "C", "C", "C", "C", "C", "C", "C", "C", "C", "C", "C", "H", "H", "H", "H", "H", "H", "H", "H", "H", "H", "Br", "C", "C", "C", "C", "C", "C", "I", "H", "H", "H", "H", "N", "C", "C", "C", "N", "C", "C", "H", "H", "H", "H", "H", "H"], "xyz": [[0.7941, -0.4058, -0.0546], [1.8234, -2.0049, -2.3370], [1.4179, -2.2445, -0.9379], [0.2101, -3.0876, -0.9750], [-0.9349, -2.2444, -1.4918], [-2.0305, -2.8099, -2.1216], [-3.0313, -1.9800, -2.6115], [-2.8770, -0.6077, -2.4859], [-1.7744, -0.1200, -1.8082], [-0.8341, -0.9144, -1.2962], [2.5260, -2.8034, -0.1370], [3.3033, -1.7223, 0.5867], [4.6312, -1.9011, 0.9523], [5.2805, -0.9128, 1.6813], [4.5708, 0.2258, 2.0383], [3.2594, 0.3404, 1.6273], [2.6360, -0.5987, 0.9100], [2.5281, -0.6957, -2.5020], [3.4386, -0.5139, -3.5338], [4.0993, 0.6961, -3.6413], [3.8443, 1.6647, -2.6829], [2.8982, 1.4093, -1.7092], [2.2083, 0.2674, -1.6311], [0.9247, -1.9675, -2.9628], [2.4556, -2.8172, -2.7129], [-0.0258, -3.4405, 0.0338], [0.3594, -3.9673, -1.6108], [-2.0979, -3.8817, -2.2257], [-3.9043, -2.3968, -3.0875], [-3.6036, 0.0748, -2.8960], [-1.6346, 0.9390, -1.6508], [3.2115, -3.3971, -0.7529], [2.1098, -3.4768, 0.6234], [5.1543, -2.8028, 0.6751], [6.3114, -1.0349, 1.9715], [5.0274, 1.0137, 2.6145], [2.6642, 1.2042, 1.8880], [3.6243, -1.3129, -4.2335], [4.8074, 0.8656, -4.4350], [4.3790, 2.5985, -2.6867], [2.7010, 2.1503, -0.9506], [-0.1390, -1.2109, 1.3758], [-0.7057, -1.6650, 2.4125], [-1.8910, -2.5351, 2.2960], [-2.8550, -2.2666, 1.3216], [-3.9834, -3.0572, 1.2319], [-4.1493, -4.1380, 2.0908], [-3.1864, -4.4159, 3.0515], [-2.0634, -3.6187, 3.1617], [-0.2863, -1.3227, 3.7842], [1.0544, -1.0590, 4.0816], [1.4290, -0.7198, 5.3668], [0.4726, -0.6193, 6.3717], [-0.8618, -0.8725, 6.0854], [-1.2434, -1.2215, 4.8036], [-2.7292, -1.3979, 0.6917], [-4.7449, -2.8223, 0.5047], [-5.0314, -4.7560, 2.0169], [-3.3164, -5.2490, 3.7238], [-1.3120, -3.8335, 3.9055], [1.7918, -1.1583, 3.2998], [2.4688, -0.5419, 5.5945], [0.7672, -0.3454, 7.3737], [-1.6046, -0.7974, 6.8649], [-2.2865, -1.3892, 4.5838], [-2.5400, 1.1625, -6.1283], [-2.7772, 2.9494, -5.5436], [-3.8861, 3.6683, -5.9776], [-4.1083, 4.9430, -5.4902], [-3.2156, 5.5194, -4.5967], [-2.0886, 4.8219, -4.1901], [-1.8770, 3.5390, -4.6612], [-0.1715, 2.4884, -4.0162], [-4.5537, 3.2256, -6.7010], [-4.9768, 5.4971, -5.8082], [-3.3927, 6.5183, -4.2290], [-1.3786, 5.2719, -3.5122], [-0.0525, 5.1543, 2.6978], [-0.0921, 4.0231, 2.0032], [-0.6566, 2.8413, 2.5342], [-0.5257, 1.6613, 1.8585], [0.0956, 1.5257, 0.6651], [0.4406, 2.6872, 0.0653], [0.4006, 3.9096, 0.6812], [-0.4478, 5.2025, 3.6236], [0.3776, 5.9871, 2.3293], [-1.1676, 2.8568, 3.4831], [-0.9397, 0.7684, 2.2928], [0.7469, 2.6194, -0.9713], [0.7416, 4.7870, 0.1540]], "atomic_forces_ev_per_a": [[-0.8590, -0.3775, 0.7774], [0.1043, 0.2716, -0.7698], [0.1427, 0.0273, 0.1131], [-0.6209, -0.3349, 0.1877], [-0.2443, -0.5601, -0.1661], [0.2330, 0.1967, 0.1253], [0.2123, 0.1784, 0.1137], [-0.0084, -0.1534, 0.0892], [-0.3461, 0.4624, -0.0321], [0.0031, -0.0243, -0.6662], [0.3805, -0.1739, 0.4845], [0.3318, -0.2141, -0.0407], [-0.2268, 0.1019, 0.0048], [-0.3311, 0.0098, -0.0483], [0.0268, -0.1675, -0.0681], [0.0484, 0.3709, 0.1990], [0.4979, -0.0841, 0.0033], [0.2062, -0.3600, -0.4127], [-0.1251, 0.0873, 0.2317], [-0.1647, -0.0842, 0.1125], [-0.1005, -0.1406, 0.0671], [0.2889, 0.5796, -0.0002], [-0.2482, -0.0526, 0.0805], [0.0913, -0.1283, 0.1009], [-0.1769, 0.0030, 0.1273], [0.0963, 0.0507, -0.0368], [0.0062, 0.0842, 0.0422], [0.0373, -0.1084, -0.0381], [-0.0762, -0.0481, -0.1218], [-0.0383, 0.1131, -0.0059], [-0.0166, 0.0563, -0.0302], [-0.1943, 0.0415, 0.0417], [-0.0125, 0.1126, -0.1444], [0.0072, -0.1193, -0.0594], [0.1363, -0.0212, 0.0220], [0.0155, 0.0869, 0.0663], [-0.0225, 0.1229, -0.0334], [0.0393, -0.1244, -0.0509], [0.1254, 0.0488, -0.1038], [-0.0017, 0.1882, 0.0335], [-0.0154, 0.0365, 0.0340], [0.7146, 0.5195, -0.0891], [-0.4184, -0.2790, 0.3901], [-0.3367, -0.3396, -0.5058], [0.1965, 0.0625, 0.1483], [-0.0914, -0.0964, -0.0110], [0.0713, 0.1221, -0.0622], [-0.0408, -0.0266, -0.0292], [0.1905, 0.1082, -0.1265], [0.4418, 0.3581, 0.3555], [-0.1764, -0.0458, -0.1409], [0.0244, 0.0338, 0.0646], [0.0008, -0.0336, -0.1476], [0.1136, 0.0611, 0.0522], [-0.0044, 0.0362, -0.3129], [-0.0796, 0.0939, -0.1396], [-0.0984, 0.0022, -0.0737], [-0.0685, -0.0300, 0.0052], [-0.0099, -0.0965, 0.0543], [0.0420, -0.0569, 0.1109], [0.1217, -0.0348, -0.0088], [0.0939, 0.0146, 0.0317], [0.0313, -0.0153, 0.0678], [-0.0699, 0.0101, 0.0342], [-0.0798, -0.0446, 0.0110], [-0.1768, 0.1031, -0.1259], [0.0826, -0.0226, 0.1183], [0.1916, -0.2216, 0.0054], [0.1397, 0.1240, 0.1007], [-0.0194, -0.0786, -0.0786], [-0.0260, 0.1126, 0.0535], [-0.0344, -0.3732, -0.0632], [0.0939, 0.1892, 0.0841], [-0.0958, -0.0492, 0.0242], [-0.0877, 0.0292, -0.0897], [0.0199, 0.0729, 0.0417], [0.0187, 0.0485, 0.0179], [-0.0202, 0.1484, 0.0596], [0.0109, -0.4064, -0.1917], [0.0748, -0.0348, -0.1303], [0.0324, 0.1380, 0.4324], [-0.0635, -0.3772, -0.1469], [0.1389, 0.2796, -0.1201], [-0.0077, -0.0460, 0.0048], [0.0444, 0.0663, -0.0574], [-0.0860, -0.0011, 0.0043], [-0.0624, -0.0397, 0.1295], [0.0478, -0.0193, 0.0800], [0.0234, 0.0200, 0.0739], [-0.0087, 0.0616, -0.1343]], "mulliken_spin": [1.58, 0.00, 0.00, -0.02, 0.03, 0.00, 0.01, 0.00, 0.03, -0.05, 0.02, 0.00, 0.00, 0.01, 0.00, 0.03, -0.04, 0.02, 0.00, 0.00, 0.00, 0.00, -0.01, 0.00, 0.00, 0.01, 0.00, 0.00, 0.00, 0.00, 0.00, 0.00, -0.01, 0.00, 0.00, 0.00, -0.01, 0.00, 0.00, 0.00, 0.00, -0.56, -0.04, -0.03, 0.00, 0.00, 0.01, -0.01, 0.01, -0.01, 0.01, 0.00, 0.01, -0.01, 0.01, 0.01, 0.00, 0.00, 0.00, 0.00, 0.01, 0.00, 0.00, 0.00, 0.00, 0.00, 0.00, 0.00, 0.00, 0.00, 0.00, 0.00, 0.00, 0.00, 0.00, 0.00, 0.00, 0.02, 0.01, 0.00, 0.01, -0.06, 0.01, 0.00, 0.00, 0.00, 0.00, 0.02, 0.00, 0.00]}


2.
{"formula": "C6H10O", "method": "ωB97M-V/def2-TZVPD", "lumo_ev": 1.05, "smiles": "O[C@@H]1C=CCCC1", "fmax_ev_per_a": 0.371, "mol_weight_g_mol": 98.14, "elements": ["O", "C", "C", "C", "C", "C", "C", "H", "H", "H", "H", "H", "H", "H", "H", "H", "H"], "xyz": [[2.4179, -0.9866, 0.0842], [1.1907, -0.3883, -0.2996], [-0.0231, -1.2788, 0.0642], [-1.3567, -0.5164, 0.2222], [-1.3215, 0.8718, -0.4379], [-0.1396, 1.6393, 0.0956], [1.0356, 1.0217, 0.2099], [2.3607, -1.1825, 1.0269], [1.2556, -0.3401, -1.3957], [0.2215, -1.7955, 1.0002], [-0.1101, -2.0576, -0.7003], [-1.5770, -0.3780, 1.2870], [-2.1783, -1.1040, -0.2014], [-1.2385, 0.7461, -1.5284], [-2.2618, 1.4094, -0.2673], [-0.2736, 2.6734, 0.3998], [1.9255, 1.5078, 0.6008]], "atomic_forces_ev_per_a": [[-0.0312, -0.0492, 0.1853], [-0.2823, 0.1015, -0.2176], [0.0426, -0.0158, -0.0360], [-0.0369, -0.0130, -0.0051], [-0.0095, -0.0167, -0.0673], [0.0795, -0.1098, 0.0262], [-0.1478, 0.0364, -0.0529], [0.0836, 0.0033, -0.0438], [-0.0170, 0.0368, 0.1363], [-0.0606, 0.0607, -0.0775], [0.0148, 0.0754, 0.1091], [0.0315, -0.0077, -0.1630], [0.1194, 0.0450, 0.0949], [0.0380, 0.0530, 0.1249], [0.1936, -0.1108, 0.0409], [0.0813, -0.0934, -0.0047], [-0.0989, 0.0041, -0.0498]], "nbo_charge": [-0.71, 0.05, -0.42, -0.39, -0.45, -0.18, -0.22, 0.46, 0.18, 0.20, 0.21, 0.20, 0.21, 0.21, 0.22, 0.21, 0.22]}